Density functional theory data (ωB97M-V with the def2-TZVPD basis set) for 2 unconnected molecules or ions with the total composition C15H18 in a non-equilibrium geometry.

```
33
C15H18 (ωB97M-V with the def2-TZVPD basis set)
C 1.28 1.70 2.14
C 2.29 2.38 3.01
C 0.20 0.73 2.56
C -1.10 0.78 1.94
C 0.57 -0.20 3.52
C -1.99 -0.24 2.25
C -0.30 -1.27 3.72
C -1.60 -1.22 3.12
H 0.73 2.46 1.52
H 1.86 1.14 1.34
H 2.02 3.36 3.38
H -1.30 1.59 1.27
H 1.50 -0.18 4.05
H -2.92 -0.36 1.70
H 0.05 -2.14 4.28
H -2.35 -1.98 3.31
H 3.26 2.51 2.50
H 2.59 1.65 3.76
C 1.83 -1.00 -3.65
C -1.49 0.46 -2.40
C -2.35 -0.53 -2.90
C -0.14 0.28 -2.69
C 0.38 -0.81 -3.37
C -1.87 -1.55 -3.71
C -0.52 -1.68 -3.99
H -1.81 1.36 -1.89
H -3.41 -0.49 -2.79
H 0.54 1.05 -2.34
H -2.63 -2.22 -4.12
H 2.43 -0.68 -2.76
H 2.29 -0.34 -4.43
H -0.18 -2.48 -4.62
H 2.14 -2.05 -3.69
```

Summary:
Charge: +1
⟨S²⟩: 0.767
Spin multiplicity: 2
Orbital gap (alpha / beta) in eV: 7.1 / 3.1
E_LUMO (alpha / beta) in eV: -4.2 / -8.1

Mulliken atomic charge list, values in e, 6 entries:
1. C -0.490
2. C -1.025
3. C 1.109
4. C -0.230
5. C -0.459
6. C -0.621